# 1
A 2-piece molecular cluster, C9H21N3PS overall at a distorted geometry, computed with wB97M-V/def2-TZVPD.

Its charge is +1. The HOMO energy is -12.40 eV. For the relative energy (zero: lowest compared OMol25 entry of this formula, charge and spin), the calculation gives 0.0 kcal per mole. The calculation puts the LUMO energy at -3.12 eV.

Each line ends with the natural charge from an NBO analysis.
CARTESIAN COORDINATES (ANGSTROEM)
H 1.356 -1.871 -0.222  0.200
S -5.770 -0.549 4.591  -0.491
H 2.455 0.047 -3.329  0.191
C 4.542 -0.124 -2.822  -0.611
H 3.515 1.737 -1.012  0.208
C 0.059 -0.467 -1.200  -0.601
H -2.926 -1.351 3.245  0.459
P -5.693 -0.409 2.667  0.852
H 4.461 -1.049 -2.249  0.198
H -0.311 -0.021 -0.274  0.153
N -0.520 -0.374 2.292  -0.762
C -4.048 0.053 2.104  -0.220
H -4.154 1.779 0.732  0.265
H -0.437 -1.057 3.037  0.411
H 1.781 -1.555 -1.886  0.212
C 3.227 0.650 -2.842  -0.400
H -5.982 -1.583 1.963  -0.001
H 1.860 1.708 -1.565  0.189
C -1.818 -0.021 2.085  0.607
H 0.035 0.433 2.564  0.418
C 2.474 -0.060 -0.484  -0.392
C 2.755 1.088 -1.456  -0.397
H 3.404 -0.586 -0.260  0.214
C -3.606 1.039 1.292  -0.015
H 4.850 -0.393 -3.832  0.220
H -1.605 1.558 0.754  0.458
H 5.338 0.476 -2.379  0.207
H 2.136 0.366 0.469  0.176
N -2.228 0.970 1.289  -0.492
H 0.079 0.307 -1.967  0.212
H 3.347 1.542 -3.461  0.210
N -2.912 -0.586 2.583  -0.485
H -0.659 -1.225 -1.519  0.216
C 1.438 -1.074 -0.967  -0.402
H -6.442 0.603 2.062  -0.004

Atomic forces in eV per Å
-0.003 -0.023 -0.020
0.072 -0.094 -0.263
-0.019 0.013 -0.001
-0.061 0.011 -0.016
0.011 0.002 -0.005
0.028 -0.051 -0.132
-0.047 0.090 0.091
-0.118 0.039 1.078
0.006 -0.005 0.001
0.021 0.023 -0.024
-0.222 0.211 0.851
0.057 0.199 -0.568
0.103 -0.045 0.018
0.136 -0.194 -0.197
0.020 0.003 -0.006
0.065 -0.013 0.013
-0.052 0.074 -0.289
-0.003 -0.001 0.005
-0.111 0.184 -0.132
0.262 -0.067 -0.373
0.006 0.006 -0.008
-0.029 0.012 0.002
0.009 0.005 0.000
-0.389 -0.120 0.114
0.015 0.004 -0.006
-0.013 -0.024 -0.045
0.006 -0.012 0.022
-0.003 -0.008 0.009
0.303 0.236 -0.090
0.009 0.008 -0.001
-0.013 -0.001 -0.019
0.082 -0.459 0.185
-0.023 0.008 0.027
-0.026 0.028 0.078
-0.082 -0.038 -0.297

***

# 2
An isolated ion of composition C9H21NO2P and charge -1 at a distorted geometry, computed with wB97M-V/def2-TZVPD.

Its charge is -1. The HOMO energy is -3.87 eV. For the relative energy (zero: lowest compared OMol25 entry of this formula, charge and spin), the calculation gives 0.0 kcal per mole. The SMILES is CO[P@]([O-])(=NC(C)(C)C)C(C)(C)C. The calculation puts the LUMO energy at 3.58 eV.

Each line ends with the natural charge from an NBO analysis.
CARTESIAN COORDINATES (ANGSTROEM)
C 0.683 2.594 1.249  -0.635
H -0.677 -3.588 0.240  0.208
H 0.139 2.725 2.244  0.187
O 2.042 -0.428 0.650  -1.160
H -1.963 2.712 -0.913  0.176
H 0.190 -1.717 -3.076  0.178
C 0.020 -3.255 -0.628  -0.601
C -1.485 -1.421 -1.082  -0.586
N -0.405 0.646 0.225  -1.199
H 0.296 -2.407 3.312  0.166
C 0.810 -1.308 -2.100  -0.617
O -0.132 -1.562 1.680  -0.840
H -1.250 3.935 0.312  0.175
H 0.040 2.090 -1.975  0.202
H 1.284 -1.015 3.085  0.183
H 1.741 2.004 -1.178  0.217
H 1.452 1.812 1.363  0.233
P 0.586 -0.572 0.466  2.294
H -1.584 -0.432 -1.173  0.239
H 1.008 -0.195 -2.021  0.235
H -0.245 -3.889 -1.440  0.182
C -1.484 2.792 0.148  -0.600
H 1.886 -1.821 -2.063  0.209
C 0.262 -1.406 3.031  -0.245
C -0.019 -1.748 -0.925  -0.403
C -0.103 2.017 0.069  0.124
H 0.943 -3.583 -0.249  0.203
C 0.639 2.440 -1.192  -0.629
H -1.959 -1.883 -0.171  0.212
H -2.212 2.323 0.831  0.221
H 0.669 3.555 -1.355  0.186
H -1.833 -2.116 -1.971  0.149
H 1.112 3.514 0.998  0.178
H -0.452 -0.814 3.610  0.159

Atomic forces in eV per Å
0.013 -2.127 1.623
0.785 1.015 -1.441
0.330 -0.439 -1.363
1.040 -0.158 0.218
0.509 0.236 1.634
1.861 1.455 1.842
-1.179 0.163 2.188
-0.302 -6.140 -0.527
0.964 -0.394 0.072
0.011 -1.679 1.547
1.000 -1.584 -1.898
0.773 1.398 -0.988
-0.820 -2.090 -0.020
-0.402 -0.951 -1.671
-0.160 0.264 0.190
-2.272 0.813 -0.253
0.253 0.726 0.520
-3.489 -1.318 -0.074
-1.179 3.547 -0.623
-0.541 -1.205 -0.791
-0.237 -0.327 -1.186
0.264 1.258 -2.778
-2.264 0.993 -0.238
0.322 0.890 -1.416
0.506 -0.090 1.762
-1.666 1.864 2.093
1.731 -0.351 0.236
2.190 0.420 0.689
-0.023 1.059 -0.849
0.673 0.438 0.066
0.182 -0.899 0.529
0.223 1.603 1.209
0.813 1.576 -0.320
0.094 0.032 0.017

***

# 3
A 2-piece molecular cluster, C9H21NSi overall at a distorted geometry, computed with wB97M-V/def2-TZVPD.

Its charge is 0. The HOMO energy (alpha / beta) is -6.46 / -7.31 eV. For the relative energy (zero: lowest compared OMol25 entry of this formula, charge and spin), the calculation gives 113.1 kcal per mole. The calculation puts the LUMO energy (alpha / beta) at 0.79 / 0.33 eV.

Each line ends with the natural charge from an NBO analysis.
CARTESIAN COORDINATES (ANGSTROEM)
C -1.174 1.506 1.327  -0.698
H -0.598 -3.584 0.040  0.210
C -2.415 1.499 -1.587  -0.602
H -0.745 -1.987 1.656  0.157
H -1.269 -0.450 -3.267  0.197
H -0.353 1.484 -2.397  0.213
C 0.355 -3.220 0.339  -0.662
Si 0.027 0.874 -0.024  1.555
H -3.028 0.898 -1.050  0.197
H 2.169 0.688 -1.971  0.188
C 0.215 -2.008 1.299  -0.165
C 2.561 1.012 -0.970  -0.406
N 1.499 1.665 -0.297  -1.101
H 0.949 -1.724 3.340  0.211
H -0.106 2.976 2.547  0.177
H -1.415 -1.132 -1.535  0.209
C -0.987 2.326 2.369  -0.370
C -0.979 0.914 -1.650  -0.678
H -1.728 2.457 3.146  0.186
H 1.789 -0.733 2.142  0.214
H 0.224 -0.857 -2.415  0.209
H 0.959 -3.134 -0.509  0.211
C -0.853 -0.529 -2.274  -0.613
H 1.811 2.352 0.384  0.398
H -2.402 2.486 -1.114  0.216
H 2.922 0.115 -0.433  0.181
H -2.262 1.267 1.290  0.229
C 1.316 -1.674 2.344  -0.667
H 0.711 -4.060 1.022  0.195
H 2.084 -2.510 2.144  0.197
H 3.395 1.621 -1.287  0.205
H -2.671 1.464 -2.609  0.207

Atomic forces in eV per Å
-0.173 0.880 0.109
-1.008 0.074 -0.465
3.543 0.877 -0.633
-2.287 0.436 0.975
-0.571 -0.622 -0.333
-0.637 0.243 1.013
-0.016 -0.148 3.522
-2.477 -0.997 0.444
-2.019 -1.973 1.668
0.269 -0.205 0.766
2.265 0.643 -1.562
0.060 -1.724 -1.909
0.274 1.750 1.568
-0.257 -0.017 0.871
-0.155 -0.889 -0.178
0.385 -0.608 -1.030
1.016 0.648 0.201
2.070 -0.454 -0.654
-0.378 0.131 -0.199
0.289 0.479 0.111
-1.279 0.308 0.585
1.216 0.276 -1.104
0.003 0.925 1.028
-0.098 -0.227 -0.106
-0.114 -0.044 -0.509
0.099 0.298 -0.299
0.976 -0.838 -0.348
0.428 -2.441 -2.751
0.122 0.695 -0.940
-0.682 1.311 0.801
0.252 0.590 0.530
-1.116 0.623 -1.173

***

# 4
One molecule with the formula C9H21NSi at a distorted geometry, computed with wB97M-V/def2-TZVPD.

As for the expectation value of S²: 2.0065. Its charge is 0. The HOMO energy (alpha / beta) is -5.92 / -8.51 eV. As for the spin multiplicity: 3. For the relative energy (zero: lowest compared OMol25 entry of this formula, charge and spin), the calculation gives 8.9 kcal per mole. The calculation puts the LUMO energy (alpha / beta) at 0.82 / -2.26 eV.

Each line ends with the natural charge from an NBO analysis.
CARTESIAN COORDINATES (ANGSTROEM)
H 2.297 -0.794 -1.268  0.200
H -0.945 2.219 1.352  0.223
H -0.852 -0.099 2.540  0.196
H 4.578 0.084 -0.502  0.197
H -1.603 -2.396 -0.654  0.393
C 0.096 2.282 0.781  -0.651
H -2.390 -0.815 -2.543  0.173
C 3.800 -0.411 0.315  -0.604
C -1.666 2.036 -0.955  -0.643
H 1.090 1.989 1.207  0.213
H 0.309 1.350 -1.285  0.206
H 4.216 -1.432 0.450  0.211
N -1.120 -1.640 -0.970  -1.088
H -0.643 -0.631 -2.889  0.202
H 1.234 -0.459 1.563  0.206
C -0.356 1.417 -0.367  -0.535
H 2.079 0.750 -0.164  0.202
C 2.424 -0.351 -0.246  -0.406
H 3.684 0.260 1.217  0.210
H -2.712 -1.592 3.356  0.161
H -1.565 3.120 -1.087  0.201
C -2.419 -1.546 2.266  -0.328
Si -0.466 -0.663 0.202  1.711
C -1.410 -1.277 -2.306  -0.409
C 1.357 -1.003 0.649  -0.870
H -1.848 1.562 -1.928  0.210
H 1.469 -2.067 0.861  0.226
C -1.417 -0.702 1.815  -0.572
H 0.149 3.302 0.394  0.203
H -2.661 1.768 -0.583  0.211
H -3.111 -2.080 1.733  0.159
H -1.599 -2.181 -2.950  0.194

Atomic forces in eV per Å
0.328 0.764 0.599
2.823 0.394 0.272
-0.730 0.059 -0.074
-1.844 -0.898 2.261
-1.609 -2.569 0.795
-1.760 -0.315 0.083
0.253 0.561 0.916
2.290 1.596 -1.609
-0.107 -1.357 -1.012
-1.287 0.226 0.360
-0.182 0.299 1.231
-0.490 0.649 0.508
0.802 1.731 -1.459
-0.895 -1.131 1.422
0.820 0.211 1.189
-0.850 -2.408 -1.686
0.872 -1.592 -1.120
-2.343 0.649 -0.213
1.162 -1.133 -0.550
0.869 -0.073 -1.134
-0.142 -0.167 0.049
-3.264 -2.179 5.023
1.224 3.208 1.193
-0.585 -0.106 -3.721
-1.031 -0.034 -0.766
0.566 0.478 -0.393
0.256 0.001 0.082
4.783 3.067 -2.438
0.251 0.154 0.279
0.376 0.342 1.277
-1.486 -0.799 -1.918
0.931 0.370 0.554

***

| no. | molecular weight (g mol⁻¹) | total energy (eV) |
| --- | --- | --- |
| 1 | 234.3 | -34262.2784 |
| 2 | 206.2 | -24548.2699 |
| 3 | 171.4 | -19036.9627 |
| 4 | 171.4 | -19035.2075 |